Entry from the Open Molecules 2025 dataset: a molecular structure, C2H2NaO2P (ωB97M-V/def2-TZVPD).

Atoms and positions in Å:
H: 3.457 -2.163 -0.743
P: -2.377 0.495 0.503
O: -1.469 1.885 1.083
C: -0.529 0.905 0.909
H: 0.175 0.633 1.700
C: -0.783 0.312 -0.380
O: -0.243 -0.359 -1.238
Na: 1.769 -1.708 -1.835

LUMO = -1.25 eV
Strongest force on any atom = 1.18 eV/A
Kohn-Sham gap = 0.1946 Ha
Multiplicity = 1
Energy above the lowest of the compared OMol25 structures with the same formula, charge and spin = 47.68 kcal per mole
Energy = -731.38826 a.u.